[1]
The following is a DFT calculation (ωB97M-V/def2-TZVPD) of CH3IS2 in the gas phase.

- Kohn-Sham gap (spin up / spin down): 6.79 / 6.74 eV
- 2S+1: 1
- LUMO energy (spin up / spin down): -2.24 / -2.27 eV
- HOMO (spin up / spin down): -9.0 / -9.0 eV

Last column: natural (NBO) charge in e.
CARTESIAN COORDINATES (ANGSTROEM)
C: 0.890592 -0.317727 -0.118882  -0.7775
S: 0.151875 1.289691 -0.513661  0.2434
S: -1.242656 1.484458 0.794120  -0.0035
I: -2.954044 -0.661613 -0.086101  -0.1908
H: 1.584966 -0.260115 0.727185  0.2321
H: 1.477419 -0.567582 -1.045027  0.2390
H: 0.091851 -0.967109 0.242368  0.2573

Forces on atoms 1 to 3 (eV/Å):
1.1 0.5 0.0
0.6 -0.1 -0.4
-1.6 -1.3 0.0

***

[2]
The following is a DFT calculation (ωB97M-V/def2-TZVPD) of C4H8S3 in the gas phase.

- Kohn-Sham gap: 9.30 eV
- 2S+1: 1
- LUMO energy: 0.73 eV
- HOMO: -8.6 eV

Last column: natural (NBO) charge in e.
CARTESIAN COORDINATES (ANGSTROEM)
C: 2.762731 -0.895642 0.631746  -0.7487
C: 0.029081 -0.670933 0.380284  -0.3913
C: -0.358713 0.806370 0.531794  -0.3691
C: -1.192998 -0.095537 -0.353202  -0.3809
H: 2.806237 0.136613 0.965462  0.2246
H: 2.618222 -1.481725 1.556799  0.2150
H: 3.707366 -1.180994 0.181517  0.2333
H: -0.086708 -1.358736 1.216684  0.2356
H: -0.938012 1.160113 1.364344  0.2374
H: 1.317385 1.472160 -0.992758  0.1375
H: -1.057009 0.058442 -1.418970  0.2471
H: -2.774127 -0.598997 1.343468  0.1162
S: 1.444111 -1.162331 -0.589425  0.2321
S: 0.588207 2.198690 -0.115245  -0.0159
S: -2.846940 -0.603385 -0.005347  0.0274

Forces on atoms 1 to 3 (eV/Å):
-0.3 -0.2 0.7
-0.2 0.5 0.0
-0.5 -0.2 -0.9

***

[3]
The following is a DFT calculation (ωB97M-V/def2-TZVPD) of a 2-piece molecular cluster, C3H9NO2S overall.

- Kohn-Sham gap: 9.47 eV
- 2S+1: 1
- LUMO energy: 0.51 eV
- HOMO: -9.0 eV

Last column: natural (NBO) charge in e.
CARTESIAN COORDINATES (ANGSTROEM)
O: -0.588410 -1.521980 1.192665  -0.4959
C: 0.311645 -0.835051 0.734443  0.4289
C: 0.319052 -0.052216 -0.680970  -0.1186
C: -0.226251 -1.094978 -1.717279  -0.5430
S: 0.250506 -0.804846 -3.439845  -0.0469
N: -0.296285 1.212564 -0.531161  -0.8560
H: 0.991502 -0.211378 1.439444  0.0947
H: 1.487235 0.173933 -1.072705  0.1837
H: -1.276738 -1.095599 -1.534030  0.2326
H: 0.262761 -2.070659 -1.624613  0.2347
H: -0.853072 -0.140585 -3.883731  0.1250
H: 0.445938 1.903564 -0.659661  0.3717
H: -1.014326 1.625180 -1.062824  0.3886
H: -0.170588 1.160061 3.552385  0.4667
H: 0.468641 1.140032 4.923467  0.4636
O: -0.111605 0.611959 4.364415  -0.9299

Forces on atoms 1 to 3 (eV/Å):
2.0 0.6 -1.6
-1.5 3.0 1.4
3.2 -3.0 -2.0

***

Sequential E output: -1133.9464, -1351.7233, -723.0495 Ha
Sequential ΔE to the lowest compared entry with this formula, charge and spin output: 8.46, 22.74, 74.56 kcal/mol